(1)
{
  "formula": "Br2HOP",
  "method": "ωB97M-V/def2-TZVPD",
  "smiles": "OP(Br)Br",
  "e_homo_ev": -9.771,
  "symbols": ["O", "P", "Br", "Br", "H"],
  "xyz": [[0.6311, 1.0119, 0.1482], [-0.6194, -0.0302, 0.3598], [0.2420, -1.5618, 1.7545], [-0.4927, -0.9947, -1.6820], [0.2390, 1.5749, -0.5804]],
  "nbo_charge": [-0.978, 0.973, -0.220, -0.275, 0.499]
}

(2)
{
  "formula": "Br2HOP",
  "method": "ωB97M-V/def2-TZVPD",
  "e_homo_ev": [-10.030, -10.030],
  "symbols": ["O", "P", "Br", "Br", "H"],
  "xyz": [[-1.4703, 0.3474, 0.0747], [0.8547, -0.1252, 0.5922], [1.4935, 1.6412, -0.7521], [1.1583, -1.7577, -0.7473], [-2.0362, -0.1057, 0.8326]],
  "nbo_charge": [-0.925, 0.784, -0.188, -0.122, 0.450]
}

Stability, highest: (1)

(1)
{
  "formula": "C13H21N2",
  "method": "ωB97M-V/def2-TZVPD",
  "total_charge": 1,
  "smiles": "CN1CC/C2=C/CC=C=C(C1)[N@@H+](C)CC2",
  "e_homo_ev": -12.386,
  "symbols": ["C", "N", "C", "C", "C", "C", "C", "C", "C", "C", "C", "N", "C", "C", "C", "H", "H", "H", "H", "H", "H", "H", "H", "H", "H", "H", "H", "H", "H", "H", "H", "H", "H", "H", "H", "H"],
  "xyz": [[-0.7865, 1.6497, -2.8864], [-0.7839, 0.8454, -1.6497], [-1.9995, 0.1103, -1.2828], [-1.6314, -1.2556, -0.6136], [-0.8464, -1.3806, 0.6734], [-1.3160, -0.8597, 1.8276], [-0.4674, -0.5670, 3.0914], [0.3410, 0.6666, 2.8931], [0.5971, 0.9987, 1.6806], [0.5187, 0.8852, 0.4388], [-0.4211, 1.6719, -0.4603], [1.3795, 0.0077, -0.3223], [2.5722, 0.5594, -1.0357], [1.6675, -1.2410, 0.5206], [0.4819, -2.1323, 0.6886], [-1.2903, 1.2247, -3.6470], [-1.0685, 2.7489, -2.6661], [0.3110, 1.7448, -3.0794], [-2.5370, -0.2197, -2.2677], [-2.5977, 0.6395, -0.5869], [-2.6075, -1.7582, -0.4833], [-1.1489, -1.9562, -1.3163], [-2.1022, -0.2250, 1.7144], [-1.2641, -0.3939, 3.9405], [0.3070, -1.4011, 3.3679], [0.6046, 1.1676, 3.8143], [-1.3902, 1.9622, 0.0226], [-0.0364, 2.7523, -0.8183], [0.7399, -0.2263, -1.1078], [3.3288, 0.6770, -0.2511], [2.9019, -0.1470, -1.7368], [2.4232, 1.5223, -1.4203], [2.2292, -0.7904, 1.3697], [2.5349, -1.7838, -0.0313], [0.6824, -2.8408, -0.1392], [0.6745, -2.6558, 1.7590]],
  "nbo_charge": [-0.382, -0.498, -0.205, -0.474, 0.004, -0.146, -0.476, -0.179, 0.059, 0.064, -0.277, -0.424, -0.395, -0.201, -0.480, 0.214, 0.187, 0.193, 0.229, 0.187, 0.251, 0.213, 0.192, 0.256, 0.237, 0.254, 0.229, 0.239, 0.480, 0.225, 0.228, 0.234, 0.231, 0.227, 0.241, 0.261]
}

(2)
{
  "formula": "C13H21N2",
  "method": "ωB97M-V/def2-TZVPD",
  "total_charge": 1,
  "smiles": "CC1=C(C)C(C)(C)n2c(C)c(C)[n+](C)c21",
  "e_homo_ev": -11.643,
  "symbols": ["C", "C", "C", "C", "C", "C", "C", "N", "C", "C", "C", "C", "N", "C", "C", "H", "H", "H", "H", "H", "H", "H", "H", "H", "H", "H", "H", "H", "H", "H", "H", "H", "H", "H", "H", "H"],
  "xyz": [[1.2532, 2.9296, -0.0199], [1.0206, 1.4564, -0.0133], [1.9335, 0.4503, -0.0045], [3.4075, 0.5757, 0.0080], [1.2796, -0.9268, -0.0072], [1.6642, -1.7269, -1.2540], [1.6084, -1.7104, 1.2662], [-0.1276, -0.5858, -0.0317], [-1.3721, -1.1258, -0.0229], [-1.6499, -2.5832, -0.0052], [-2.2735, -0.0852, -0.0188], [-3.7569, -0.1535, -0.0062], [-1.5813, 1.1117, -0.0097], [-2.1899, 2.4177, 0.0206], [-0.2785, 0.8662, -0.0222], [2.3146, 3.1537, -0.0161], [0.8118, 3.3935, 0.8605], [0.8145, 3.3779, -0.9106], [3.8463, 0.0238, -0.8217], [3.8146, 0.1615, 0.9306], [3.7188, 1.6122, -0.0684], [1.1325, -2.6736, -1.2774], [2.7287, -1.9382, -1.2361], [1.4303, -1.1663, -2.1558], [1.2998, -1.1519, 2.1459], [2.6768, -1.8929, 1.3201], [1.1013, -2.6713, 1.2581], [-2.7188, -2.7584, -0.0620], [-1.1664, -3.0820, -0.8426], [-1.2815, -3.0305, 0.9170], [-4.1042, -0.9321, -0.6815], [-4.1231, -0.3901, 0.9932], [-4.1983, 0.7864, -0.3201], [-1.4286, 3.1672, 0.2141], [-2.6667, 2.6392, -0.9361], [-2.9397, 2.4618, 0.8100]],
  "nbo_charge": [-0.637, -0.090, 0.140, -0.665, 0.087, -0.601, -0.601, -0.294, 0.187, -0.650, 0.128, -0.656, -0.287, -0.414, 0.421, 0.240, 0.230, 0.232, 0.240, 0.242, 0.238, 0.224, 0.231, 0.229, 0.228, 0.232, 0.224, 0.245, 0.237, 0.239, 0.247, 0.241, 0.235, 0.233, 0.230, 0.233]
}

Stability, highest: (2)